1.
The following is a quantum chemistry calculation of a cluster of 2 separate species, C5H8N2 in total, from the Open Molecules 2025 dataset.

Properties
* energy: -304.64229 Ha
* HOMO level (alpha / beta): -8.115 / -8.118 eV
* spin multiplicity: 1
* ΔE to the lowest compared entry with this formula, charge and spin: 121.24 kcal/mol
* orbital gap (alpha / beta): 8.6 / 8.6 eV

```
15
Properties=species:S:1:pos:R:3:forces:R:3:lowdin_charge:R:1
C -2.1820 -0.1748 -0.4034 -0.206 -0.157 0.188 0.0037
N -1.3799 -0.2864 0.7047 -0.129 -0.123 -0.239 -0.2324
C -0.1729 -1.0252 0.4633 0.149 -0.004 -0.083 -0.0519
C 0.7680 -0.1101 0.2383 -0.157 -0.079 -0.032 -0.2770
C 2.1787 -0.2496 -0.2246 0.023 -0.015 -0.003 -0.0476
C 0.0240 1.1771 0.4097 0.176 0.169 0.194 -0.2072
N -1.1054 0.9742 1.1401 0.180 0.121 -0.194 -0.0090
H -0.7281 0.9644 -0.8121 -0.004 -0.034 0.059 0.1959
H -2.9025 0.6361 -0.3708 0.137 -0.060 -0.019 0.0718
H -2.4707 -1.0998 -0.9028 0.079 0.118 0.054 0.0694
H -0.2098 -2.0982 0.3297 0.004 0.174 0.009 0.1250
H 2.3075 0.2517 -1.1911 -0.022 -0.055 0.139 0.0858
H 2.4520 -1.3011 -0.3506 -0.044 0.156 0.028 0.0789
H 2.8811 0.2089 0.4801 -0.115 -0.053 -0.086 0.0811
H 0.5398 2.1328 0.4896 -0.072 -0.159 -0.017 0.1133
```
Positions in Å, forces in eV/Å.

2.
The following is a quantum chemistry calculation of a structure of composition C43H56MoN4PSb2, from the Open Molecules 2025 dataset.

Properties
* expectation value of S²: 2.449
* energy: -2780.20709 Ha
* HOMO level (alpha / beta): -15.641 / -15.663 eV
* spin multiplicity: 3
* total charge: +3
* ΔE to the lowest compared entry with this formula, charge and spin: 18.23 kcal/mol
* orbital gap (alpha / beta): 5.4 / 5.6 eV

```
107
Properties=species:S:1:pos:R:3:forces:R:3:lowdin_spin:R:1
Mo 0.4872 -0.0338 -0.1170 -0.421 0.230 -0.115 2.3708
C 2.2633 4.6772 2.7485 0.021 -0.016 0.022 -0.0005
C 2.8065 3.4286 3.0165 -0.015 0.020 -0.017 -0.0009
C 2.6071 2.3807 2.1301 0.015 0.021 0.004 -0.0085
C 1.8405 2.5892 0.9944 -0.085 -0.037 0.045 -0.0120
C 1.3264 3.8402 0.6938 -0.033 -0.013 0.114 -0.0075
C 1.5389 4.8828 1.5833 -0.023 -0.034 -0.014 0.0003
N 1.7378 1.5023 0.0443 0.497 0.122 -0.256 -0.2803
C 2.7935 1.5128 -0.8789 -0.064 -0.113 0.072 0.0025
C 3.6148 2.6114 -1.1481 0.030 0.078 -0.048 -0.0638
C 4.5785 2.5092 -2.1362 -0.041 -0.051 0.004 0.0128
C 4.7558 1.3220 -2.8424 -0.046 0.032 0.035 -0.0763
C 3.9885 0.2041 -2.5394 -0.149 0.184 -0.061 0.0009
C 3.0165 0.3225 -1.5674 0.074 -0.460 0.028 -0.0394
N 2.2930 -0.8348 -1.0356 0.526 -0.151 -0.095 0.0037
N 3.0293 -1.8385 -1.1320 -0.084 0.274 -0.065 0.0168
C 2.8854 -3.1330 -0.6374 0.030 -0.072 -0.010 -0.0012
C 3.9264 -3.9484 -1.0815 -0.112 -0.079 0.082 0.0088
C 3.9653 -5.2732 -0.6624 -0.056 0.079 -0.002 -0.0008
C 2.9690 -5.7010 0.1897 0.003 0.036 -0.018 0.0083
C 1.9791 -4.7974 0.5905 0.141 0.025 -0.073 0.0029
N 1.9147 -3.5328 0.1938 0.088 0.006 0.025 0.0073
H 2.4291 5.4964 3.4330 0.006 0.027 0.028 0.0000
H 3.4057 3.2758 3.9024 0.032 -0.003 0.050 -0.0004
H 3.0798 1.4191 2.2979 -0.013 0.016 -0.003 0.0002
H 0.7884 4.0065 -0.2273 -0.054 -0.006 -0.040 0.0002
H 1.1476 5.8633 1.3557 -0.028 0.069 -0.012 -0.0003
H 3.4889 3.5377 -0.6066 0.008 -0.022 -0.004 -0.0026
H 5.2007 3.3636 -2.3566 0.038 0.041 -0.017 0.0019
H 5.5103 1.2581 -3.6120 0.047 0.004 -0.046 -0.0036
H 4.1427 -0.7328 -3.0512 0.022 -0.045 0.000 0.0010
H 4.6732 -3.5342 -1.7411 0.046 0.025 -0.005 0.0002
H 4.7542 -5.9361 -0.9865 0.024 -0.031 -0.021 -0.0002
H 2.9397 -6.7160 0.5594 0.006 -0.031 0.013 0.0004
H 1.2135 -5.1479 1.2681 0.045 -0.038 0.022 0.0001
C 0.9794 0.0338 3.9761 0.006 0.023 -0.031 -0.0049
Sb 1.3267 -1.2161 2.2963 -0.095 -0.037 0.171 -0.0074
C 3.3935 -1.6644 2.4916 -0.035 0.042 -0.036 0.0057
C 0.2904 -2.8941 3.1257 0.040 0.094 -0.056 -0.0037
C -1.1899 -2.6771 3.0472 -0.095 -0.018 -0.120 0.0010
C -1.8431 -2.0496 4.1063 -0.062 0.000 -0.021 -0.0002
C -3.2074 -1.8121 4.0705 -0.039 -0.037 -0.099 0.0003
C -3.9472 -2.2209 2.9680 0.098 0.040 0.083 0.0002
C -3.3138 -2.8714 1.9231 0.044 0.009 0.051 -0.0001
C -1.9393 -3.1025 1.9386 0.011 0.029 0.108 0.0019
C -1.3121 -3.8579 0.8082 0.058 0.045 -0.084 0.0076
Sb -0.8653 -2.5824 -0.8668 -0.101 0.003 0.110 0.0017
C 0.1604 -3.7236 -2.3457 -0.039 0.007 0.057 -0.0066
C -2.7592 -2.9744 -1.7715 0.082 -0.092 -0.017 -0.0023
H 1.5100 -0.4176 4.8130 0.025 -0.005 0.044 -0.0013
H 1.3200 1.0527 3.8289 -0.009 0.003 -0.005 -0.0001
H -0.0872 0.0214 4.1872 -0.008 -0.009 0.024 0.0001
H 3.7008 -1.3615 3.4902 0.026 0.004 0.024 0.0000
H 3.9955 -1.1385 1.7534 -0.011 0.007 -0.030 -0.0001
H 3.5289 -2.7370 2.3814 0.030 -0.031 -0.011 0.0003
H 0.6352 -2.9136 4.1591 -0.005 -0.028 0.045 -0.0009
H 0.6347 -3.7961 2.6360 0.007 -0.007 0.047 0.0002
H -1.2807 -1.7825 4.9920 0.017 0.009 0.044 0.0000
H -3.6955 -1.3448 4.9125 -0.041 0.034 0.051 0.0000
H -5.0156 -2.0690 2.9416 -0.080 0.011 0.008 0.0000
H -3.9023 -3.2451 1.0945 -0.032 -0.020 -0.049 0.0000
H -2.0110 -4.5863 0.4038 -0.032 -0.067 -0.027 0.0004
H -0.4196 -4.3841 1.1117 -0.066 -0.001 -0.043 0.0004
H -0.0161 -4.7800 -2.1522 -0.004 -0.045 -0.001 -0.0009
H 1.2260 -3.5343 -2.3805 -0.002 0.008 -0.057 -0.0002
H -0.2865 -3.4634 -3.3031 -0.008 -0.017 -0.032 -0.0001
H -2.8654 -4.0540 -1.6694 -0.018 -0.029 0.004 -0.0006
H -2.7468 -2.7295 -2.8284 0.006 -0.045 0.020 0.0000
H -3.5917 -2.4812 -1.2834 0.028 -0.016 0.036 0.0001
C -1.4759 3.5906 -3.2208 -0.056 -0.037 -0.002 0.0008
C -0.9415 2.1641 -3.0541 -0.031 0.059 0.075 0.0067
C 0.5814 2.2449 -3.0184 0.020 -0.073 0.034 0.0072
C -1.3418 1.3208 -4.2688 0.021 -0.008 0.005 0.0008
P -1.4862 1.2944 -1.4727 0.047 0.102 -0.013 0.0017
C -1.5246 2.3850 -0.0177 -0.077 0.013 0.062 0.0106
C -1.1760 1.7255 1.1617 0.191 -0.277 -0.131 0.0105
C -1.2636 2.3156 2.4132 -0.053 0.051 -0.096 0.0033
C -1.7299 3.6199 2.4919 0.023 -0.088 -0.021 0.0013
C -2.0969 4.2977 1.3357 0.037 -0.013 0.018 0.0061
C -1.9996 3.6929 0.0913 0.090 -0.071 -0.035 0.0008
C -3.2980 0.7553 -1.5207 0.151 0.009 -0.086 -0.0033
C -4.2397 1.9618 -1.6137 -0.027 -0.026 0.038 -0.0019
C -3.5710 -0.1465 -2.7334 -0.018 0.015 -0.027 0.0002
C -3.5933 0.0356 -0.2009 0.045 -0.028 0.050 0.0030
H -1.1713 3.9440 -4.2071 0.017 0.009 -0.027 0.0004
H -1.0431 4.2718 -2.4915 0.016 0.042 0.054 0.0001
H -2.5594 3.6618 -3.1796 -0.002 0.008 0.003 0.0000
H 0.9287 2.7108 -3.9407 0.014 0.030 -0.047 0.0004
H 1.0409 1.2530 -2.9621 -0.027 0.051 -0.007 0.0045
H 0.9341 2.8588 -2.1915 0.030 -0.005 0.056 -0.0001
H -0.8224 1.7263 -5.1365 0.035 0.024 -0.050 0.0001
H -2.4057 1.3657 -4.4788 0.057 0.037 -0.019 0.0000
H -1.0429 0.2754 -4.1712 0.008 -0.028 -0.003 0.0005
H -0.9491 0.6240 1.1515 -0.429 0.084 0.283 0.0119
H -1.0124 1.7686 3.3071 0.023 -0.026 0.046 0.0001
H -1.8279 4.0995 3.4554 0.004 0.017 0.031 0.0000
H -2.4804 5.3057 1.4059 -0.021 0.046 0.000 0.0003
H -2.3200 4.2388 -0.7812 -0.011 0.017 -0.065 0.0000
H -4.0580 2.5769 -2.4904 -0.001 -0.004 -0.045 0.0000
H -4.2248 2.5832 -0.7210 0.033 0.020 0.006 0.0000
H -5.2515 1.5657 -1.7152 -0.055 0.002 0.027 -0.0004
H -4.4053 -0.8080 -2.5056 -0.042 0.014 -0.008 0.0000
H -2.7219 -0.7604 -3.0255 -0.046 0.067 0.023 0.0000
H -3.8649 0.4451 -3.5960 -0.023 -0.030 0.027 0.0000
H -3.6024 0.7242 0.6440 0.009 -0.009 -0.010 0.0000
H -2.8919 -0.7713 0.0282 -0.065 0.082 0.005 0.0029
H -4.5888 -0.4038 -0.2680 -0.059 -0.030 0.014 0.0001
```
Positions in Å, forces in eV/Å.

3.
The following is a quantum chemistry calculation of a cluster of 2 separate species, C3H10S in total, from the Open Molecules 2025 dataset.

Properties
* energy: -518.43347 Ha
* HOMO level: -9.743 eV
* spin multiplicity: 1
* SMILES: CCC.S
* ΔE to the lowest compared entry with this formula, charge and spin: 24.06 kcal/mol
* orbital gap: 10.6 eV

```
14
Properties=species:S:1:pos:R:3:forces:R:3:lowdin_charge:R:1
S 2.7030 -0.0590 -0.1054 -1.121 2.027 1.018 0.4253
H 2.3440 1.2134 0.4860 0.774 -1.855 -0.898 -0.1466
H 1.3869 -0.3668 -0.0644 0.359 -0.168 -0.094 -0.2732
C -1.4343 1.2174 0.5995 1.532 0.811 2.418 -0.1511
C -1.5877 0.0801 -0.4032 0.154 -1.746 0.566 -0.2889
C -2.3878 -1.2993 -0.0968 4.391 0.840 2.663 -0.0740
H -0.7444 0.9930 1.5607 -1.548 0.013 -2.147 0.1050
H -0.9390 2.1619 0.1988 -0.605 -1.352 -0.061 0.0762
H -2.3850 1.5763 1.0244 0.149 -0.326 -0.193 0.0560
H -2.1748 0.4073 -1.2226 -0.197 0.866 -1.022 0.0734
H -0.6154 -0.2051 -0.8066 0.055 0.170 0.017 0.0569
H -1.9634 -2.0984 -0.6846 0.019 -0.127 -0.332 0.0578
H -3.3154 -1.0752 -0.3751 -4.059 0.294 -1.006 -0.0001
H -2.3831 -1.6510 0.9728 0.097 0.551 -0.928 0.0833
```
Positions in Å, forces in eV/Å.

> Number 2 is which compound?

C43H56MoN4PSb2

> Among the records above, which one has the highest ΔE to the lowest compared entry with this formula, charge and spin?

C5H8N2

> Among the records above, which one has the highest spin multiplicity?

C43H56MoN4PSb2